Model i:
Density functional theory data (ωB97M-V/def2-TZVPD) for the molecule C3H4N2O.

2S+1: 1
SMILES: Oc1ccn[nH]1
Kohn-Sham gap: 0.3422 Ha

Cartesian coordinates (Å):
O 1.758 0.965 -0.354
C 0.561 0.404 -0.077
C -0.100 -0.637 -0.698
C -1.227 -0.808 0.089
N -1.268 0.098 1.074
N -0.145 0.788 0.985
H 2.239 0.511 -1.037
H 0.160 -1.198 -1.642
H -2.032 -1.440 -0.168
H 0.054 1.317 1.829


Model ii:
Density functional theory data (ωB97M-V/def2-TZVPD) for the molecule C3H4N2O.

2S+1: 1
Kohn-Sham gap: 0.3589 Ha

Cartesian coordinates (Å):
O 2.128 0.142 -0.260
C 0.812 0.046 -0.077
N 0.197 -1.108 -0.094
N -1.144 -0.701 0.133
C -1.311 0.772 0.475
C -0.046 1.176 0.157
H 2.486 -0.754 -0.359
H -1.685 -1.419 0.612
H -1.709 -0.361 -0.687
H 0.272 2.206 0.099


model i has the most favorable energy; the next structure is 2.739 eV above.


Model i:
Density functional theory data (ωB97M-V/def2-TZVPD) for the molecule C3H4N2O.

2S+1: 1
SMILES: Oc1cnc[nH]1
Kohn-Sham gap: 0.3228 Ha

Cartesian coordinates (Å):
O 0.560 -1.786 0.904
C 0.088 -0.723 0.206
C -0.925 -0.599 -0.692
N -1.041 0.698 -1.156
C -0.206 1.331 -0.436
N 0.593 0.545 0.351
H 1.205 -1.490 1.557
H -1.465 -1.378 -1.167
H -0.030 2.382 -0.535
H 1.221 1.021 0.969


Model ii:
Density functional theory data (ωB97M-V/def2-TZVPD) for the molecule C3H4N2O.

2S+1: 1
Kohn-Sham gap: 0.3130 Ha

Cartesian coordinates (Å):
O -1.916 0.514 0.248
C -0.588 0.188 0.344
C 0.534 1.127 0.190
C 1.497 0.231 -0.343
N 1.052 -1.018 -0.633
N -0.211 -1.048 -0.318
H -1.930 1.435 0.022
H -0.260 0.049 1.411
H 2.528 0.454 -0.587
H -0.707 -1.933 -0.334


Model iii:
Density functional theory data (ωB97M-V/def2-TZVPD) for the molecule C3H4N2O.

2S+1: 1
SMILES: NC=C=CN=O
Kohn-Sham gap (alpha / beta): 0.3100 / 0.3100 Ha

Cartesian coordinates (Å):
N 1.945 0.264 -0.414
C 0.609 0.051 -0.623
C -0.517 0.485 -0.126
C -1.700 0.199 0.376
N -1.783 -0.980 1.197
O -0.744 -1.585 1.349
H 2.613 -0.450 -0.662
H 2.209 0.844 0.367
H 0.068 0.143 -1.612
H -2.614 0.763 0.262


model i has the most favorable energy; the next structure is 3.511 eV above.


Model i:
Density functional theory data (ωB97M-V/def2-TZVPD) for the molecule C3H4N2O.

2S+1: 1
SMILES: N#C[C@H](N)C=O
Kohn-Sham gap: 0.3958 Ha

Cartesian coordinates (Å):
N 1.042 1.140 -1.929
C 0.825 0.595 -0.933
C 0.281 -0.162 0.207
N -0.455 -1.326 -0.295
C -0.517 0.855 1.062
O -0.926 1.895 0.617
H 1.056 -0.556 0.874
H 0.244 -2.002 -0.598
H -0.948 -1.065 -1.147
H -0.600 0.625 2.141


Model ii:
Density functional theory data (ωB97M-V/def2-TZVPD) for a cluster of 2 separate species, C3H4N2O in total.

2S+1: 1
Kohn-Sham gap: 0.3352 Ha

Cartesian coordinates (Å):
N 1.119 0.595 0.228
C 1.354 -0.636 0.155
O 0.377 -1.529 -0.271
C -0.543 -1.232 -1.175
C -2.047 1.031 0.533
N -3.187 0.913 0.666
H 1.927 1.113 0.563
H 2.260 -1.178 0.421
H -0.283 -0.200 -1.531
H -0.977 1.125 0.411


Model iii:
Density functional theory data (ωB97M-V/def2-TZVPD) for the molecule C3H4N2O.

2S+1: 1
SMILES: O=C1CN=CN1
Kohn-Sham gap: 0.3906 Ha

Cartesian coordinates (Å):
O 1.721 0.847 -1.037
C 0.640 0.503 -0.682
C -0.391 1.100 0.256
N -0.360 0.068 1.296
C -0.176 -1.024 0.648
N -0.016 -0.902 -0.719
H -0.243 2.108 0.643
H -1.327 1.047 -0.322
H -0.015 -1.980 1.141
H 0.166 -1.767 -1.225


model iii has the most favorable energy; the next structure is 0.115 eV above.